1.
30
Properties=species:S:1:pos:R:3:forces:R:3 method="wB97M-V/def2-TZVPD" smiles=CC[C@@H](Cl)B(Br)CN.Fc1ccccc1 charge=0 lumo_energy_ev=0.530 homo_energy_ev=-9.495
C 0.02624 1.24020 -0.06417 -0.12 -0.09 -0.10
C -0.94828 0.28750 -0.74790 0.16 0.02 0.30
C -1.19957 0.71697 -2.17784 -0.37 0.09 -0.10
Cl -2.42899 -0.34961 -2.95209 -0.02 -0.04 -0.05
B -1.65993 2.22426 -2.31221 -0.18 -0.12 0.19
Br -3.33956 2.73663 -1.50803 0.41 -0.02 -0.18
C -0.69865 3.24249 -3.00436 -0.47 0.43 0.46
N -1.01351 4.66393 -2.80443 0.39 0.03 -0.27
H -0.42873 2.20853 0.13349 -0.09 0.17 -0.04
H 0.89799 1.39080 -0.69463 0.27 0.05 0.05
H 0.34334 0.83540 0.88921 0.16 -0.06 0.12
H -0.53005 -0.71517 -0.76309 0.03 -0.20 0.05
H -1.87281 0.24655 -0.17831 -0.23 0.01 -0.09
H -0.28977 0.55175 -2.74523 0.18 0.01 -0.17
H -0.76081 3.03134 -4.07279 -0.03 -0.18 -0.22
H 0.32046 2.95900 -2.71568 0.19 -0.02 -0.04
H -0.68967 4.98037 -1.89672 -0.17 -0.11 0.02
H -0.49322 5.21440 -3.48133 -0.11 0.01 0.09
F 2.31742 -1.18759 0.88135 0.01 0.04 -0.02
C 1.77437 -2.07398 1.74088 -0.09 -0.12 0.10
C 0.98663 -1.60773 2.77403 -0.01 0.16 0.01
C 0.42575 -2.52455 3.65073 0.03 -0.08 -0.04
C 0.65877 -3.88268 3.48589 -0.02 -0.02 0.03
C 1.45552 -4.32678 2.43991 -0.03 0.06 0.05
C 2.02040 -3.41919 1.55628 0.08 -0.06 -0.13
H 0.82230 -0.54457 2.88850 0.01 0.00 -0.01
H -0.19567 -2.17600 4.46429 0.00 0.02 0.01
H 0.21942 -4.59377 4.17214 0.00 -0.01 0.00
H 1.63973 -5.38447 2.31013 0.01 -0.01 -0.02
H 2.64092 -3.74401 0.73198 0.01 0.03 0.00

2.
29
Properties=species:S:1:pos:R:3:forces:R:3 method="wB97M-V/def2-TZVPD" charge=+1 lumo_energy_ev="-3.765 / -3.765" homo_energy_ev="-11.951 / -11.952"
B 0.81813 -0.28551 -0.21572 -0.18 -0.18 -1.40
C -2.36703 1.04880 0.83070 -0.67 0.50 -1.17
C -2.87363 -0.35280 1.22743 -1.84 1.10 0.86
C -3.64565 -1.16046 0.26608 -0.46 0.02 -1.04
C -2.84641 -1.41017 -0.85790 -0.02 -0.09 -1.16
C -2.01042 -1.45898 0.67898 1.91 -0.38 -0.06
C -1.61334 -0.70019 -0.55960 1.04 -1.86 1.15
C -1.31167 0.73977 -0.33006 -0.29 0.64 0.63
C -1.30856 1.73096 -1.49837 1.63 -1.16 -0.98
C 3.33030 0.75180 0.42140 2.19 1.21 -0.47
C 2.50117 -0.27869 -0.17829 -3.04 -0.85 -1.90
N 2.82840 -1.66544 0.34427 1.81 1.31 2.14
O 0.34442 -1.33430 -0.94499 -2.26 1.95 1.27
O -0.01960 0.74764 0.22657 1.86 -0.35 0.27
H -3.15155 1.70952 0.36663 0.36 -0.86 0.53
H -2.05438 1.61464 1.74115 0.60 -0.56 -0.99
H -3.35623 -0.38076 2.23538 0.87 -0.37 -0.77
H -4.49751 -1.78768 0.52633 0.24 0.11 -0.10
H -2.98443 -2.17362 -1.66601 0.07 0.63 1.19
H -1.24652 2.69449 -1.01169 0.67 0.43 -0.33
H -2.16337 1.78924 -2.15754 -0.58 -0.48 0.19
H -0.41133 1.43129 -2.21144 -1.60 1.05 1.62
H 3.04322 0.76513 1.46846 0.44 1.01 0.30
H 3.22350 1.75842 -0.18159 0.11 -1.95 1.67
H 4.44178 0.39934 0.31092 -1.68 0.96 0.38
H 2.69908 -0.30770 -1.26096 0.09 -0.36 0.25
H 2.43328 -1.76737 1.32920 0.37 -0.25 -1.71
H 2.46337 -2.34615 -0.31299 -0.07 -0.50 0.15
H 3.88833 -1.66696 0.48180 -1.57 -0.71 -0.53

3.
29
Properties=species:S:1:pos:R:3:forces:R:3 method="wB97M-V/def2-TZVPD" smiles=COB(OC)[C@@H](OC)c1ccccc1 charge=0 lumo_energy_ev=0.739 homo_energy_ev=-8.692
C -3.41310 -0.86182 0.05489 0.56 -2.52 -3.48
O -2.81598 0.39194 -0.08762 0.29 0.89 1.13
B -1.49946 0.66528 0.13179 0.88 -3.51 1.14
O -1.01321 1.88133 -0.05282 0.12 1.28 0.16
C -1.80427 2.93529 -0.58316 -2.07 1.59 -0.09
C -0.28844 -0.65837 0.64672 -1.78 2.89 0.59
O -0.67718 -1.86560 0.01608 1.20 -0.44 0.50
C 0.12173 -2.97352 0.42686 0.25 -2.52 -1.08
C 1.05576 -0.13634 0.23308 0.76 -0.30 0.06
C 1.98676 0.18892 1.20621 0.05 -0.82 2.17
C 3.27642 0.69277 0.91417 -1.06 0.01 0.05
C 3.57723 0.88795 -0.40344 -0.87 0.33 -1.43
C 2.60032 0.60351 -1.41910 2.01 0.09 -0.74
C 1.38914 0.04985 -1.12760 -2.35 0.78 0.37
H -2.78278 -1.56610 -0.61167 -1.60 0.92 0.45
H -4.45893 -0.80938 -0.26784 0.34 0.20 -0.24
H -3.43586 -1.50186 0.90308 0.54 0.74 2.04
H -1.19545 3.90647 -0.49455 -0.77 -1.66 -0.73
H -2.83509 3.22407 -0.01947 2.39 -1.24 -0.78
H -2.16015 2.61044 -1.62562 0.82 1.01 1.29
H -0.25785 -0.70538 1.81058 -0.41 -0.30 -1.76
H 0.11023 -3.78562 -0.38224 -1.11 0.96 0.90
H -0.27073 -3.44857 1.38674 0.76 0.82 -1.04
H 1.24081 -2.91953 0.35483 -0.79 1.23 0.96
H 1.69206 -0.04655 2.30454 0.61 0.60 -1.93
H 3.98520 1.01359 1.67138 -0.23 -0.27 0.11
H 4.48583 1.41393 -0.68626 -0.01 -0.36 -0.05
H 2.90829 0.77987 -2.47424 -0.43 0.03 0.87
H 0.47871 0.03341 -1.82530 1.88 -0.42 0.54

4.
37
Properties=species:S:1:pos:R:3:forces:R:3 method="wB97M-V/def2-TZVPD" charge=+1 lumo_energy_ev=-4.251 homo_energy_ev=-13.261
Rh 0.02095 0.68369 0.21803 -0.63 -0.46 0.81
N 1.75717 -0.44758 0.06883 0.00 0.04 0.13
C 3.12424 0.07291 0.32309 -0.02 0.17 -0.13
C 3.63487 0.92587 -0.83380 0.01 -0.07 0.02
C 2.66938 2.02004 -1.28880 -0.14 -0.18 -0.05
C 2.20236 2.89435 -0.13557 0.03 -0.04 0.18
N 0.80076 2.57278 0.27660 -0.02 -0.02 -0.43
H 1.59088 -1.20659 0.73019 0.05 -0.09 -0.11
H 1.70464 -0.84407 -0.87043 -0.03 0.01 0.01
H 3.80271 -0.76795 0.47106 -0.04 -0.03 0.02
H 3.08314 0.61448 1.26903 0.04 0.05 -0.03
H 3.85296 0.27903 -1.68684 0.03 -0.03 0.02
H 4.59018 1.35089 -0.51806 -0.01 0.06 -0.05
H 1.79477 1.54904 -1.74572 0.03 0.10 -0.08
H 3.11592 2.61945 -2.07992 0.14 0.03 0.09
H 2.25333 3.95762 -0.36536 -0.05 -0.01 -0.04
H 2.81769 2.73103 0.74873 0.07 0.07 -0.03
H 0.15258 3.15627 -0.24823 0.02 0.00 -0.02
H 0.66992 2.82197 1.25659 -0.07 0.11 -0.04
O 0.73359 -1.60265 2.53286 -0.05 -0.09 0.06
Cl -0.48620 -0.90070 2.34792 0.07 0.08 0.26
O -1.46456 -1.20070 3.29970 -0.10 0.06 -0.05
O -0.20037 0.57938 2.33154 0.41 -0.18 0.01
O -0.98247 -1.12315 0.95911 0.24 0.04 -0.34
Br -2.04747 3.07425 2.29846 0.02 -0.04 0.01
C -2.74534 1.90074 1.00308 0.03 0.18 0.11
C -4.10728 1.64823 0.99293 0.00 0.02 -0.04
C -4.63111 0.88722 -0.03671 0.02 0.01 -0.01
C -3.79254 0.44562 -1.05210 -0.07 0.08 -0.08
C -2.45068 0.71892 -0.95430 0.07 0.13 -0.03
N -1.91893 1.40720 0.08583 -0.18 -0.39 -0.27
C -1.48528 0.27704 -2.04079 0.40 0.01 -0.03
O -1.87820 -0.05658 -3.11998 -0.16 -0.06 0.00
O -0.20012 0.32103 -1.70314 -0.12 0.45 0.12
H -4.73291 2.05274 1.77434 0.01 0.02 0.00
H -5.68954 0.66579 -0.05721 0.00 -0.01 -0.01
H -4.14703 -0.09712 -1.91696 0.00 -0.02 0.02

5.
32
Properties=species:S:1:pos:R:3:forces:R:3 method="wB97M-V/def2-TZVPD" smiles="CCN(CC[C@H](C#N)[C@H](C#N)P(O)Br)C(C)=O" charge=0 lumo_energy_ev=0.341 homo_energy_ev=-9.438
C 1.19097 -2.37427 0.68277 -0.35 -0.13 -0.36
C 1.78552 -1.69558 -0.56623 0.42 0.01 0.12
N 1.49769 -0.27587 -0.77820 -0.48 0.26 0.02
C 0.26885 0.07356 -1.50835 0.02 -0.28 0.09
C -1.02208 -0.67096 -1.14429 -0.18 0.47 0.07
C -1.68054 -0.20766 0.17385 -0.59 -0.19 -0.14
C -2.51138 -1.30933 0.68219 0.16 0.19 0.08
N -3.14476 -2.17651 1.08396 -0.12 -0.17 -0.05
C -2.59904 1.06408 0.07287 0.05 -0.28 0.26
C -2.33059 1.87259 -1.10516 0.05 -0.16 -0.06
N -2.09008 2.48734 -2.04347 -0.01 0.16 -0.10
P -2.47717 2.27422 1.52766 0.42 0.15 -0.12
O -0.90328 2.64398 1.39381 -0.31 -0.13 0.19
Br -2.39102 0.78807 3.19872 -0.17 0.02 0.06
C 1.81061 0.60069 0.29956 0.07 -0.06 0.32
C 3.04604 1.43456 0.12252 -0.10 0.03 0.03
O 1.11058 0.73952 1.28854 0.11 -0.05 -0.52
H 1.93053 -2.53045 1.46324 0.02 0.12 0.08
H 0.36006 -1.80792 1.09582 0.06 0.07 0.11
H 0.78364 -3.34955 0.40786 0.10 -0.04 0.07
H 1.46469 -2.21165 -1.47061 -0.05 0.06 -0.04
H 2.87270 -1.80939 -0.53555 0.02 0.00 -0.06
H 0.12989 1.15068 -1.41615 -0.07 0.02 0.04
H 0.45435 -0.09649 -2.57259 0.07 -0.09 0.04
H -1.73901 -0.51690 -1.95512 0.03 -0.02 -0.01
H -0.87225 -1.74734 -1.08723 0.22 -0.03 -0.02
H -0.92604 -0.03331 0.93631 0.20 -0.01 -0.07
H -3.64705 0.75918 0.01724 0.00 -0.04 0.01
H -0.30967 1.87769 1.52776 0.22 0.27 -0.07
H 2.69394 2.40777 -0.23816 0.01 -0.03 -0.02
H 3.53186 1.60810 1.07897 0.08 -0.02 0.00
H 3.71203 1.03115 -0.63254 0.09 -0.10 0.07

6.
30
Properties=species:S:1:pos:R:3:forces:R:3 method="wB97M-V/def2-TZVPD" charge=-1 lumo_energy_ev="2.511 / 2.492" homo_energy_ev="-2.308 / -3.334" multiplicity=4
Cr -0.10230 0.23894 1.02390 2.23 -1.58 1.62
Cl 1.44310 1.25391 -0.21420 1.19 0.83 -0.95
Cl -1.18961 -0.90678 2.60653 -0.79 -0.78 1.20
C -1.43632 1.49888 0.84237 -1.61 0.71 -1.42
H -2.35159 1.39237 1.43546 0.29 0.34 -0.10
H -1.16354 2.52393 0.57239 -0.23 -0.13 -0.05
C -1.00134 -0.74557 -0.48973 2.00 -2.03 1.21
C -1.61108 0.54675 -0.52156 -3.91 2.90 -1.42
H -1.49707 -1.50358 0.14291 -0.20 0.41 -0.73
C -1.42618 1.40425 -1.82032 0.16 -0.36 0.48
H -2.69742 0.35493 -0.47003 -0.05 0.27 -0.07
C -1.24258 0.52661 -3.06005 -0.13 0.17 0.20
H -2.31538 2.03475 -1.93748 0.08 -0.05 0.05
H -0.57478 2.08319 -1.70187 -0.02 -0.22 -0.05
C -0.10653 -0.47033 -2.89224 0.36 -0.07 0.37
H -2.18102 -0.00675 -3.24664 -0.04 -0.07 -0.07
H -1.04359 1.15818 -3.93449 -0.09 -0.06 0.00
C -0.25397 -1.37558 -1.64879 -0.20 -0.03 -0.39
H -0.03604 -1.09121 -3.79052 0.13 0.00 -0.01
H 0.83273 0.08536 -2.78415 -0.13 0.01 -0.13
H -0.77954 -2.30294 -1.94268 0.03 0.22 0.00
H 0.74331 -1.70597 -1.32897 -0.01 0.01 -0.12
S 3.93412 -1.32041 2.85045 -0.93 0.29 0.80
C 2.93087 -0.80634 4.19243 -0.81 0.49 -0.60
C 1.75322 -0.24304 3.73348 1.36 -0.94 -0.64
N 1.64800 -0.25283 2.34376 1.87 -0.76 0.28
C 2.71264 -0.78874 1.76672 -0.81 0.73 0.97
H 3.20141 -0.93462 5.23174 0.18 -0.01 -0.21
H 0.94498 0.15745 4.34936 0.28 -0.24 -0.42
H 2.86549 -0.80480 0.69223 -0.21 -0.01 0.20

7.
34
Properties=species:S:1:pos:R:3:forces:R:3 method="wB97M-V/def2-TZVPD" charge=0 lumo_energy_ev="0.276 / 0.306" homo_energy_ev="-3.361 / -4.316"
Sn -0.25914 -0.75265 0.63339 -0.23 0.20 2.28
C 3.97109 2.44176 -0.16545 -0.18 -0.16 -0.18
N 3.13966 1.81490 0.86598 1.23 0.61 0.71
C 2.79972 2.72644 1.95740 -0.28 -0.35 -0.10
C 2.22039 0.84615 0.49483 2.67 0.25 -1.28
N 1.00810 0.78857 0.90915 -3.23 3.19 2.91
N 2.72017 -0.11681 -0.36168 -0.26 0.06 0.83
C 2.16166 -1.25579 -0.88721 2.67 1.76 0.05
N 3.03204 -1.97967 -1.63585 1.27 -1.10 -1.28
N 0.95282 -1.62267 -0.71126 -4.72 -3.81 -0.75
H 4.66393 3.17053 0.26954 -0.25 -0.25 0.13
H 3.34328 2.96129 -0.89745 0.08 0.05 -0.14
H 4.58560 1.70383 -0.69064 -0.13 0.13 0.03
H 3.68510 3.27085 2.30334 -0.11 -0.23 -0.26
H 2.41146 2.17450 2.82005 0.03 0.04 -0.20
H 2.04936 3.45570 1.63318 -0.07 0.15 0.13
H 0.58196 1.49455 1.65648 1.84 -1.78 -2.47
H 3.71855 -0.19397 -0.28222 0.21 0.06 -0.17
H 3.56330 -1.40853 -2.28155 0.07 -0.13 -0.21
H 2.56512 -2.72519 -2.13798 0.22 0.07 0.03
H 0.53209 -2.57646 -1.10616 1.80 2.94 0.97
Cl -1.81008 -2.50628 0.33449 -0.46 -3.91 -0.02
C -3.28481 -1.66654 -0.06676 -3.18 1.45 -0.93
C -4.39004 -2.50360 -0.29903 0.55 0.34 0.10
C -5.63166 -1.97164 -0.62868 0.42 0.32 0.09
C -5.77516 -0.59227 -0.72830 0.40 0.05 0.09
C -4.68458 0.26485 -0.50057 -0.64 -1.14 -0.10
Cl -5.04672 1.96209 -0.66870 0.56 -0.13 0.14
C -3.41456 -0.26072 -0.16424 0.05 -0.88 0.12
S -2.05284 0.79184 0.12094 -0.78 2.30 -0.46
H -4.27629 -3.58120 -0.22080 0.15 0.08 0.03
H -6.47905 -2.62559 -0.80619 0.11 0.07 0.03
H -6.74453 -0.17483 -0.98577 0.23 0.07 0.05
H 0.14405 -1.35344 2.22770 -0.04 -0.33 -0.17

8.
31
Properties=species:S:1:pos:R:3:forces:R:3 method="wB97M-V/def2-TZVPD" charge=0 lumo_energy_ev="-0.482 / -1.109" homo_energy_ev="-5.549 / -4.913" multiplicity=6
C 1.74953 -2.19991 -1.06576 0.52 0.03 1.35
C 2.75136 -1.35734 -1.61272 0.15 -0.15 0.74
C 3.69545 -1.04806 -0.58595 -0.89 -0.63 0.04
C 3.28433 -1.70995 0.61149 -0.48 0.16 -0.63
C 2.08483 -2.42165 0.34264 -0.15 0.54 -1.30
Dy -1.71975 -1.83020 0.57517 1.83 -3.44 0.34
P -3.34033 -1.36041 -1.57416 -1.46 0.44 -2.25
H 0.91688 -2.66492 -1.60060 0.21 -0.07 -0.02
H 2.81192 -1.03085 -2.64979 0.00 -0.05 0.20
H 4.58700 -0.43461 -0.70531 -0.22 -0.17 0.04
H 1.52854 -3.06310 1.03051 0.25 0.04 -0.11
H 3.79593 -1.67434 1.57200 -0.10 -0.01 -0.25
H -4.57234 -2.09111 -1.68497 0.42 0.26 -0.02
H -2.85149 -1.69210 -2.89011 -0.25 0.19 0.58
H -3.89066 -0.07692 -1.89857 0.24 -0.49 0.12
C -1.56447 2.14840 3.07160 0.11 0.04 -0.09
N -1.06453 1.79317 1.73633 -0.85 -0.95 1.03
C -0.31593 2.66001 0.97011 0.40 2.02 0.78
C 0.11680 2.28244 -0.27108 0.40 -0.88 -1.55
C -0.15237 0.99623 -0.73744 0.25 1.49 0.98
N -0.85508 0.13735 0.06757 -0.80 0.59 0.87
C -1.31404 0.58579 1.27440 0.25 -0.55 -0.89
O -2.01249 -0.29502 1.94048 -0.20 1.94 1.42
N 0.15214 0.49591 -1.93539 -0.18 -0.16 -1.74
H -1.07721 1.53579 3.83926 -0.10 0.15 -0.20
H -2.64714 1.99119 3.12580 0.27 0.05 -0.03
H -1.33100 3.20048 3.24401 -0.07 -0.18 -0.02
H -0.14787 3.62797 1.44064 0.06 -0.34 -0.38
H 0.66816 2.96812 -0.91131 -0.10 -0.09 0.29
H 0.74574 1.00977 -2.57374 -0.10 -0.34 0.35
H -0.03192 -0.48213 -2.14509 0.60 0.56 0.37

no.,molecular weight (g mol⁻¹)
1,294.4
2,192.0
3,194.0
4,491.5
5,320.1
6,304.2
7,426.9
8,386.7